Molecular formula: C2H7NO2Si
Method: DFT, ωB97M-V/def2-TZVPD

ΔE to the lowest compared entry with this formula, charge and spin: 8.9159 eV
LUMO (alpha / beta): -1.348 / -1.968 eV
HOMO-LUMO gap (alpha / beta): 8.35 / 8.80 eV

```
! wB97M-V def2-TZVPD RIJCOSX def2/J DEFGRID3
* xyz 0 1
C 0.3065 1.5794 0.2297
C -0.1349 0.1908 0.0793
N -1.5070 -0.0538 -0.0234
O -2.2951 0.8723 -0.1111
O -1.8319 -1.2394 0.0298
Si 0.8072 -1.4529 0.2296
H 1.3439 1.6925 -0.0707
H 0.2355 1.8503 1.2883
H -0.3407 2.2673 -0.3151
H 0.1823 -0.2987 -2.2507
H 2.2088 -1.0500 0.0590
H 0.6128 -1.9139 1.6059
H 0.4126 -2.4440 -0.7506
*
```

The Löwdin scheme yields these atomic charges, measured in e: -0.093 -0.375 -0.452 0.064 -0.017 0.635 0.078 0.103 0.087 0.178 -0.074 -0.064 -0.071

---

Molecular formula: C10H16O
Method: DFT, ωB97M-V/def2-TZVPD

ΔE to the lowest compared entry with this formula, charge and spin: 3.2994 eV
Structure (SMILES): CCc1ccccc1.CCO
LUMO: 0.827 eV
HOMO-LUMO gap: 9.54 eV

```
! wB97M-V def2-TZVPD RIJCOSX def2/J DEFGRID3
* xyz 0 1
C 0.5011 0.3356 2.8976
C -0.1403 -0.5463 1.8189
C 0.8289 -0.9498 0.7543
C 1.5729 -2.1379 0.9577
C 2.2712 -2.5760 -0.1461
C 2.3776 -1.7981 -1.3961
C 1.6227 -0.6935 -1.6499
C 0.8194 -0.3258 -0.5053
H -0.4427 0.7248 3.3039
H 1.2494 1.1050 2.4976
H 1.1429 -0.0007 3.6496
H -0.4192 -1.6104 2.1441
H -1.0297 -0.1624 1.4816
H 1.5229 -2.7680 1.8422
H 2.8235 -3.4961 -0.2726
H 3.0759 -2.3290 -2.1623
H 1.6012 -0.1132 -2.5270
H -0.1034 0.2563 -0.7460
C -1.9720 2.6415 0.0135
C -2.6837 2.7449 -1.3111
O -3.2370 1.6169 -1.8169
H -2.7231 2.2266 0.7826
H -1.4638 3.5808 0.3787
H -1.3702 1.7531 0.0259
H -3.4062 3.5701 -1.3035
H -1.8649 2.8410 -2.0706
H -3.8834 1.3192 -1.0901
*
```

The Löwdin scheme yields these atomic charges, measured in e: -0.082 -0.223 -0.259 -0.050 -0.081 -0.106 -0.080 -0.033 0.072 0.105 0.039 0.135 0.061 0.114 0.086 0.123 0.084 0.101 -0.094 -0.419 -0.078 0.095 0.101 0.018 0.113 0.128 0.131

---

Molecular formula: C7H18Cl8O2P
Method: DFT, ωB97M-V/def2-TZVPD

ΔE to the lowest compared entry with this formula, charge and spin: 1.4425 eV
LUMO: 2.323 eV
HOMO-LUMO gap: 4.91 eV

```
! wB97M-V def2-TZVPD RIJCOSX def2/J DEFGRID3
* xyz -1 1
O 3.0754 -2.3360 0.7504
C 3.2462 -1.3895 -0.2016
O 2.1504 -0.8692 -1.0628
C 1.6999 0.3528 -0.3200
C 0.5156 0.0541 0.7749
P -0.8250 -1.1781 0.1273
H 4.3046 -0.9158 -0.3672
H 2.6494 0.7104 0.2838
H 1.3524 1.1658 -1.0880
H 1.0173 -0.4952 1.7048
H 0.0300 1.0430 1.2099
H -0.4492 -0.9885 -1.2542
H -1.8082 -0.1309 -0.0554
H -1.3020 -1.3072 1.4891
H 0.1760 -2.2344 0.3274
H -1.7372 -2.2212 -0.3376
C -2.3320 -1.7897 4.5783
Cl -3.4781 -2.1485 3.2811
Cl -0.8653 -1.0363 3.9409
H -2.8024 -1.1068 5.2898
H -2.0631 -2.7208 5.0831
C 3.9041 3.4870 -2.0886
Cl 2.1588 3.5359 -1.8114
Cl 4.5422 1.8571 -1.8408
H 4.1099 3.7974 -3.1159
H 4.3943 4.1708 -1.3913
C -3.1804 -3.1795 -3.1628
Cl -1.7176 -2.3904 -3.7649
Cl -3.2661 -3.0997 -1.3989
H -4.0546 -2.6776 -3.5846
H -3.1720 -4.2277 -3.4714
C -1.1087 3.6748 0.3126
Cl -1.9676 2.2009 0.7762
Cl -2.2159 4.8641 -0.3835
H -0.6360 4.1048 1.1991
H -0.3450 3.4238 -0.4276
*
```

The Löwdin scheme yields these atomic charges, measured in e: -0.065 -0.168 -0.189 -0.286 -0.419 0.214 0.132 0.094 0.063 0.058 0.003 -0.086 -0.137 -0.152 -0.057 -0.214 -1.033 0.493 0.523 0.018 0.020 -1.007 0.549 0.534 0.026 0.027 -1.029 0.493 0.537 0.017 0.016 -1.025 0.565 0.473 0.030 -0.015

---

Molecular formula: C3H6O3
Method: DFT, ωB97M-V/def2-TZVPD

ΔE to the lowest compared entry with this formula, charge and spin: 1.3758 eV
Structure (SMILES): CC=O.O=CO
LUMO: 0.795 eV
HOMO-LUMO gap: 10.67 eV

```
! wB97M-V def2-TZVPD RIJCOSX def2/J DEFGRID3
* xyz 0 1
C -0.6223 4.0097 0.5711
C -0.8112 4.5895 1.9537
O -1.3791 5.6357 2.1338
H -0.3004 2.9798 0.7230
H 0.1217 4.6531 0.1032
H -1.5255 3.9586 -0.0301
H -0.4025 4.0999 2.8517
O 0.6072 -5.8427 -0.3837
C 0.6598 -6.2573 -1.4921
O 1.6702 -5.9485 -2.3701
H -0.1367 -6.6833 -2.1182
H 2.1187 -5.1945 -1.9422
*
```

The Löwdin scheme yields these atomic charges, measured in e: -0.054 -0.320 0.030 0.067 0.085 0.080 0.112 0.087 -0.381 0.041 0.140 0.114

---

Molecular formula: C3H6N3
Method: DFT, ωB97M-V/def2-TZVPD

ΔE to the lowest compared entry with this formula, charge and spin: 3.6212 eV
<S²>: 2.017
LUMO (alpha / beta): -5.268 / -9.321 eV
HOMO-LUMO gap (alpha / beta): 8.44 / 5.47 eV

```
! wB97M-V def2-TZVPD RIJCOSX def2/J DEFGRID3
* xyz 1 3
C 3.2155 -0.7715 -0.0118
C -0.4370 0.1075 0.7590
C -2.1592 0.0164 -1.1463
N 3.1021 -0.2498 1.0866
N 2.6506 0.3029 2.0180
N -1.1371 0.1720 -0.1559
H 3.2329 -1.8470 -0.1643
H 3.3385 -0.3111 -0.9193
H -2.1074 -0.9537 -1.8024
H -3.1811 0.1211 -0.6971
H -1.9227 0.8931 -1.8108
H 3.2911 0.6682 2.7032
*
```

The Löwdin scheme yields these atomic charges, measured in e: 0.196 -0.010 -0.102 0.019 0.305 -0.132 0.131 0.095 0.127 0.104 0.097 0.172

---

Molecular formula: C18H29Br4IN2O3
Method: DFT, ωB97M-V/def2-TZVPD

Structure (SMILES): CNCN(COc1cc(C)ccc1C(C)C)C(=O)OI.BrCCBr.BrCCBr
LUMO: -1.024 eV
HOMO-LUMO gap: 7.69 eV

```
! wB97M-V def2-TZVPD RIJCOSX def2/J DEFGRID3
* xyz 0 1
C 4.1959 -2.5501 1.4530
N 4.3447 -1.7547 0.2325
C 3.1307 -1.5364 -0.5168
N 2.3126 -0.5078 0.1401
C 0.9473 -0.8545 0.4775
O -0.0107 -0.4444 -0.4806
C -0.9894 0.4215 -0.0291
C -0.6424 1.7329 0.2621
C -1.5808 2.6422 0.7383
C -1.1730 4.0590 1.0438
C -2.8882 2.1987 0.9013
C -3.2268 0.8869 0.5965
C -2.2987 -0.0377 0.1267
C -2.7687 -1.4584 -0.1296
C -2.1949 -2.1382 -1.3722
C -2.5326 -2.3425 1.1148
C 2.4900 0.7643 -0.4586
O 2.4281 1.0090 -1.6273
O 2.7735 1.7796 0.3933
I 2.9295 1.4805 2.3636
H 3.1846 -2.9570 1.5375
H 4.3768 -1.9369 2.3367
H 4.9058 -3.3754 1.4682
H 5.0386 -2.1629 -0.3757
H 3.4152 -1.2003 -1.5140
H 2.5158 -2.4370 -0.6268
H 0.9072 -1.9437 0.5450
H 0.6763 -0.4445 1.4547
H 0.3764 2.0710 0.1184
H -0.6992 4.5141 0.1737
H -0.4664 4.0936 1.8740
H -2.0402 4.6601 1.3149
H -3.6556 2.8752 1.2570
H -4.2530 0.5647 0.7305
H -3.8447 -1.3740 -0.3063
H -2.3555 -1.5537 -2.2786
H -1.1312 -2.3418 -1.2788
H -2.7003 -3.0989 -1.4949
H -3.3756 -3.0077 1.2999
H -1.6420 -2.9564 0.9634
H -2.3653 -1.7354 2.0035
Br -5.4445 -4.4955 -1.0567
C -5.9484 -2.9299 -2.0927
C -6.5037 -3.3003 -3.4417
Br -5.1089 -3.8811 -4.6635
H -5.0572 -2.3145 -2.1736
H -6.6996 -2.4115 -1.5012
H -6.9673 -2.4346 -3.9087
H -7.2219 -4.1110 -3.3800
Br 6.8503 3.4004 2.6268
C 6.1179 3.8191 0.8747
C 5.6959 5.2596 0.7677
Br 4.0461 5.6062 1.7358
H 5.2858 3.1387 0.7169
H 6.9093 3.5998 0.1621
H 5.4907 5.5152 -0.2691
H 6.4416 5.9364 1.1715
*
```

The Löwdin scheme yields these atomic charges, measured in e: -0.115 -0.094 -0.212 -0.076 -0.186 -0.041 -0.206 0.039 -0.262 -0.042 -0.043 -0.027 -0.133 -0.356 -0.071 -0.044 -0.653 0.153 -0.570 1.034 0.072 0.057 0.076 0.100 0.129 0.127 0.126 0.109 0.110 0.085 0.080 0.073 0.107 0.113 0.109 0.089 0.068 0.052 0.062 0.074 0.080 0.625 -0.696 -0.698 0.608 0.029 0.061 0.059 0.049 0.586 -0.697 -0.692 0.591 0.016 0.060 0.060 0.048

---

Molecular formula: C3H3BrCl2O
Method: DFT, ωB97M-V/def2-TZVPD

ΔE to the lowest compared entry with this formula, charge and spin: 1.6186 eV
LUMO: 0.688 eV
HOMO-LUMO gap: 9.51 eV

```
! wB97M-V def2-TZVPD RIJCOSX def2/J DEFGRID3
* xyz 0 1
C -0.4533 0.5676 -0.2924
C -1.7365 0.1447 -0.0174
C 1.5580 -0.4939 0.0955
O 0.4761 -0.2839 -0.7920
Cl 0.0347 2.1266 -0.0816
Cl -2.8543 1.3659 0.2952
Br -2.4470 -1.5578 -0.0613
H 1.3771 -1.5702 0.5353
H 1.5876 0.4086 0.7718
H 2.4577 -0.7075 -0.4530
*
```

The Löwdin scheme yields these atomic charges, measured in e: -0.943 -1.226 -0.094 -0.192 0.802 0.619 0.755 0.129 0.078 0.074

---

Molecular formula: C5H6BIO
Method: DFT, ωB97M-V/def2-TZVPD

ΔE to the lowest compared entry with this formula, charge and spin: 0.0355 eV
Structure (SMILES): C#CCB(I)CC=O
LUMO: -0.299 eV
HOMO-LUMO gap: 9.41 eV

```
! wB97M-V def2-TZVPD RIJCOSX def2/J DEFGRID3
* xyz 0 1
C -0.6968 -2.7808 0.1648
C -0.2306 -1.8776 -0.4712
C 0.2927 -0.7268 -1.2143
B 0.9365 0.2563 -0.1537
I 2.6239 -0.3845 1.0068
C 0.3240 1.6882 0.1160
C -0.8874 1.4520 1.0093
O -2.0090 1.3882 0.5868
H -1.2416 -3.5137 0.7107
H 1.0352 -1.0495 -1.9466
H -0.5366 -0.2154 -1.7053
H 1.0506 2.3130 0.6350
H -0.0074 2.1364 -0.8203
H -0.6534 1.3141 2.0819
*
```

The Löwdin scheme yields these atomic charges, measured in e: 0.121 -0.197 -0.202 -0.824 0.878 -0.157 -0.280 0.068 0.031 0.111 0.113 0.090 0.115 0.132

---

Molecular formula: C15H23AsN5O6ReS5
Method: DFT, ωB97M-V/def2-TZVPD

ΔE to the lowest compared entry with this formula, charge and spin: 0.0202 eV
<S²>: 0.755
LUMO (alpha / beta): 1.989 / 2.029 eV
HOMO-LUMO gap (alpha / beta): 6.75 / 6.76 eV

```
! wB97M-V def2-TZVPD RIJCOSX def2/J DEFGRID3
* xyz -1 2
Re 1.0185 -0.9049 1.1574
C 1.4342 3.7427 -4.7604
C 1.5047 2.4141 -4.0572
C 0.4464 1.5126 -4.1254
C 0.5145 0.2832 -3.4885
C 1.6550 -0.0652 -2.7735
C 2.7281 0.8156 -2.7103
C 2.6390 2.0474 -3.3403
S 1.6771 -1.6616 -1.9590
O 0.3046 -2.0935 -1.9561
O 2.6818 -2.4318 -2.6340
N 2.1337 -1.4142 -0.4209
C 3.5436 -1.0538 -0.1880
C 3.5746 0.3804 0.3540
O 4.5360 1.1062 0.1573
O 2.4859 0.6917 0.9762
H 0.4062 4.0991 -4.8272
H 1.8226 3.6620 -5.7781
H 2.0269 4.4941 -4.2395
H -0.4467 1.7778 -4.6803
H -0.3114 -0.4144 -3.5301
H 3.6275 0.5767 -2.1617
H 3.4701 2.7377 -3.2595
H 4.1512 -1.1706 -1.0819
H 3.9407 -1.7181 0.5839
S -0.4076 -3.9782 4.6125
As 0.6828 -3.8106 2.7839
S 2.0813 -2.0089 2.8301
S -0.4907 -2.6036 1.2207
S 1.5089 -5.5655 2.0667
N -0.1838 0.3937 -0.2542
C -1.0036 1.3981 0.4456
C -2.5003 1.2496 0.1506
C -3.1432 -0.1057 0.5061
C -3.8963 -0.1378 1.8400
N -3.0543 -0.0714 3.0229
C -2.4890 -1.1242 3.6323
N -2.9739 -2.3629 3.4931
N -1.4832 -0.9221 4.4764
C -0.7139 1.3663 1.9406
O -1.3207 2.1300 2.6856
O 0.1369 0.4948 2.3554
H 0.4916 0.8634 -0.8495
H -0.7350 -0.2163 -0.8523
H -0.7027 2.3962 0.1199
H -2.6291 1.4364 -0.9184
H -3.0158 2.0585 0.6732
H -2.4030 -0.9108 0.5041
H -3.8714 -0.3580 -0.2684
H -4.5188 -1.0310 1.8921
H -4.5836 0.7096 1.8919
H -2.5854 0.8179 3.1754
H -3.5397 -2.5643 2.6887
H -2.3217 -3.1083 3.7821
H -0.9395 -0.0790 4.3491
H -0.9603 -1.7689 4.7469
*
```

The Löwdin scheme yields these atomic charges, measured in e: 0.923 -0.054 -0.275 -0.043 -0.075 -0.275 -0.032 -0.019 0.584 -0.344 -0.275 -0.378 -0.188 -0.670 0.027 -0.180 0.073 0.082 0.076 0.110 0.110 0.101 0.120 0.107 0.100 -0.029 -0.388 0.128 0.110 -0.120 -0.009 -0.251 -0.129 -0.164 -0.165 0.095 -0.485 0.163 0.191 -0.591 0.036 -0.203 0.086 0.077 0.161 0.114 0.118 0.044 0.114 0.109 0.124 0.107 0.093 -0.033 0.105 -0.016

---

Molecular formula: CH3NO4
Method: DFT, ωB97M-V/def2-TZVPD

ΔE to the lowest compared entry with this formula, charge and spin: 3.0057 eV
Structure (SMILES): O=[N+]([O-])O.C=O
LUMO: 0.430 eV
HOMO-LUMO gap: 10.92 eV

```
! wB97M-V def2-TZVPD RIJCOSX def2/J DEFGRID3
* xyz 0 1
O 0.9144 -2.4059 1.0116
N 0.4190 -1.4342 0.5986
O 0.9394 -0.4086 0.3562
O -0.9377 -1.5442 0.3636
H -1.4455 -0.6893 0.2384
C 0.0427 1.6810 -0.6486
O -1.0280 1.3644 -0.2069
H 0.2010 1.3144 -1.7081
H 0.8948 2.1225 -0.0048
*
```

The Löwdin scheme yields these atomic charges, measured in e: 0.159 -0.483 0.083 0.097 0.134 -0.155 -0.052 0.103 0.114

---

Molecular formula: C14H12ClN3O
Method: DFT, ωB97M-V/def2-TZVPD

ΔE to the lowest compared entry with this formula, charge and spin: 0.0000 eV
Structure (SMILES): COc1ccnc(NCc2ccc(Cl)cc2)c1C#N
LUMO: 0.623 eV
HOMO-LUMO gap: 9.11 eV

```
! wB97M-V def2-TZVPD RIJCOSX def2/J DEFGRID3
* xyz 0 1
C -5.4253 -0.4782 -0.7735
O -4.0833 -0.8364 -0.5402
C -3.2068 0.1220 -0.1786
C -3.5101 1.4698 -0.0129
C -2.4890 2.3193 0.3806
N -1.2452 1.9445 0.5845
C -0.9179 0.6573 0.4158
N 0.3862 0.3968 0.6369
C 1.1116 -0.8293 0.4083
C 2.5750 -0.5401 0.2086
C 2.9728 0.4456 -0.6884
C 4.3117 0.7253 -0.8870
C 5.2665 0.0076 -0.1835
Cl 6.9427 0.3508 -0.4255
C 4.8907 -0.9818 0.7103
C 3.5466 -1.2477 0.9030
C -1.8832 -0.3099 0.0493
C -1.6206 -1.6871 -0.0571
N -1.4524 -2.8216 -0.1290
H -5.9303 -1.4041 -1.0426
H -5.5112 0.2357 -1.5984
H -5.8893 -0.0584 0.1241
H -4.5025 1.8547 -0.1714
H -2.6831 3.3723 0.5369
H 0.9164 1.1982 0.9449
H 0.7172 -1.3175 -0.4900
H 0.9762 -1.5238 1.2477
H 2.2265 0.9981 -1.2401
H 4.6156 1.4906 -1.5835
H 5.6422 -1.5347 1.2513
H 3.2523 -2.0181 1.5998
*
```

The Löwdin scheme yields these atomic charges, measured in e: -0.067 -0.058 -0.229 -0.013 -0.133 0.108 -0.278 0.066 -0.149 -0.212 -0.035 -0.099 -0.678 0.672 -0.100 -0.030 -0.079 -0.208 0.178 0.098 0.099 0.099 0.099 0.111 0.142 0.122 0.127 0.119 0.105 0.105 0.115

---

Molecular formula: C3H5N
Method: DFT, ωB97M-V/def2-TZVPD

ΔE to the lowest compared entry with this formula, charge and spin: 0.8743 eV
Structure (SMILES): CCC#N
LUMO: 0.806 eV
HOMO-LUMO gap: 12.48 eV

```
! wB97M-V def2-TZVPD RIJCOSX def2/J DEFGRID3
* xyz 0 1
C 0.8479 -0.5509 -0.0619
C -0.0206 0.6373 -0.1116
C -1.5761 0.1719 -0.0490
N -2.6685 -0.2507 0.0065
H 0.6699 -0.9482 0.9321
H 1.8356 -0.2255 0.0979
H 0.5845 -1.4230 -0.7474
H 0.1433 1.2919 0.8329
H 0.1842 1.2973 -0.8995
*
```

The Löwdin scheme yields these atomic charges, measured in e: -0.150 -0.229 -0.173 0.096 0.073 0.060 0.117 0.136 0.071